<1>
{"formula": "C3H9N2S", "method": "ωB97M-V/def2-TZVPD", "elements": ["C", "C", "C", "N", "N", "S", "H", "H", "H", "H", "H", "H", "H", "H", "H"], "positions_angstrom": [[0.72231, -2.26686, -0.85540], [-1.26521, 1.93556, -0.42722], [1.03055, 0.75926, 0.62242], [0.29468, 0.23911, 1.57948], [-0.28916, -1.56147, -0.74333], [0.59656, 2.22121, -0.18639], [0.79775, -3.41436, -1.14577], [1.65149, -1.76532, -0.76209], [-1.80600, 2.53990, 0.16366], [-1.29118, 0.93083, -0.14011], [2.15850, 0.44687, 0.67591], [0.56602, -0.72173, 1.78307], [-0.55023, 0.68627, 1.85656], [-1.14951, -2.18767, -0.90293], [-1.46656, 2.15841, -1.51785]], "spin_multiplicity": 1, "total_charge": 1, "homo_ha": -0.52404}



<2>
{"formula": "C3H9N2S", "method": "ωB97M-V/def2-TZVPD", "elements": ["C", "C", "C", "N", "N", "S", "H", "H", "H", "H", "H", "H", "H", "H", "H"], "positions_angstrom": [[0.76725, -0.24780, 1.35340], [0.54393, -0.71799, -1.25231], [0.18506, -0.91546, 0.15425], [1.31956, 0.90836, 1.36914], [-1.92355, 0.81443, -0.92801], [-1.61162, -0.07305, 0.49801], [-0.36649, -1.10011, -1.75783], [0.61766, 0.41252, -1.56520], [1.54954, -1.26511, -1.48318], [0.02424, -1.89127, 0.44628], [1.53890, 1.15503, 2.30823], [1.74003, 1.45457, 0.59975], [-2.73605, 0.31915, -1.38664], [-2.10665, 1.84672, -0.70905], [0.45819, -0.69999, 2.35316]], "spin_multiplicity": 1, "total_charge": 1, "homo_ha": -0.49516}



Most stable: <2>



<1>
{"formula": "C3H9N2S", "method": "ωB97M-V/def2-TZVPD", "elements": ["C", "C", "C", "N", "N", "S", "H", "H", "H", "H", "H", "H", "H", "H", "H"], "positions_angstrom": [[-0.32206, -0.95146, 0.24509], [-1.66660, 1.42490, 0.36558], [1.91887, -0.18346, -0.11444], [-0.54101, -2.28226, 0.10569], [1.84949, 1.00434, -0.51568], [-1.25749, 0.04542, -0.74437], [-0.11036, -0.63746, 1.16229], [-2.38648, 1.96604, -0.21730], [-0.77631, 2.05796, 0.65671], [-2.24876, 0.85231, 1.02270], [2.84029, -0.80245, -0.13457], [0.08761, -2.93793, 0.44100], [0.87939, 1.38189, -0.57068], [-0.88349, -2.62756, -0.81882], [2.61691, 1.68970, -0.88320]], "spin_multiplicity": 1, "total_charge": 1, "homo_ha": -0.47860}



<2>
{"formula": "C3H9N2S", "method": "ωB97M-V/def2-TZVPD", "elements": ["C", "C", "C", "N", "N", "S", "H", "H", "H", "H", "H", "H", "H", "H", "H"], "positions_angstrom": [[0.15933, -0.62406, 0.83510], [-0.43725, 1.32759, 2.18419], [-0.07321, 0.81397, 0.99978], [0.35057, -1.37188, 1.89216], [-0.03252, 0.10142, -3.10737], [0.48377, -1.32698, -0.65180], [0.72331, 0.71743, -2.98277], [-0.57614, 0.90423, 3.14082], [-0.60356, 2.39638, 1.99677], [-0.16465, 1.36300, 0.02819], [-0.12692, -1.13257, 2.78403], [0.76442, -2.25180, 1.88890], [-0.86114, 0.44033, -3.56846], [0.03167, -0.60193, -1.84368], [0.36230, -0.75513, -3.59586]], "spin_multiplicity": 1, "total_charge": 1, "homo_ha": -0.51116}



Most stable: <2>



<1>
{"formula": "C4H14NO2", "method": "ωB97M-V/def2-TZVPD", "elements": ["O", "C", "C", "N", "C", "C", "H", "H", "H", "H", "H", "H", "H", "H", "H", "H", "H", "H", "H", "H", "O"], "positions_angstrom": [[2.01982, -0.75224, -1.18486], [0.74963, -0.05052, -1.37178], [-0.28370, -0.87589, -0.43003], [-0.23868, -0.04127, 0.94324], [-1.11998, -0.63466, 1.96128], [-1.77098, -1.07550, -0.84008], [2.04824, -1.44613, -1.93768], [0.59598, -0.18782, -2.27005], [0.95778, 0.97765, -0.83927], [0.22027, -1.94739, -0.40031], [0.77710, -0.30689, 1.29525], [-0.35961, 1.01118, 0.72662], [-0.87458, -0.16212, 2.97004], [-1.06581, -1.74776, 2.03385], [-2.23924, -0.42617, 1.75512], [-2.26046, -2.06846, -0.82250], [-2.46992, -0.47840, -0.21203], [-1.72199, -0.44176, -1.75758], [1.24550, 3.29216, 0.10142], [0.85831, 3.29613, 1.39211], [0.54385, 2.84525, 0.61560]], "spin_multiplicity": 1, "total_charge": 1, "homo_ha": -0.52931}



<2>
{"formula": "C4H14NO2", "method": "ωB97M-V/def2-TZVPD", "elements": ["C", "C", "C", "C", "O", "N", "H", "H", "H", "H", "H", "H", "H", "H", "H", "H", "H", "H", "H", "H", "O"], "positions_angstrom": [[0.65158, 0.86662, -0.86239], [-0.38922, -0.02748, -1.47044], [-0.68724, -1.25134, -0.63943], [-1.48954, -0.91448, 0.67706], [-2.22323, 0.45633, 0.43945], [2.11922, 0.21448, -0.81721], [0.51284, 1.19602, 0.18303], [0.75294, 1.67583, -1.45722], [-1.18625, 0.68515, -1.64749], [-0.16120, -0.29393, -2.48846], [0.27680, -1.88595, -0.53034], [-1.24108, -1.78490, -1.39101], [-2.13660, -1.72617, 0.94405], [-0.85219, -0.65529, 1.57299], [-3.13732, 0.22016, 0.46000], [2.07905, -0.22547, -1.72503], [2.26219, -0.43458, -0.04951], [2.83355, 0.96623, -0.65259], [0.56965, 0.78014, 2.15353], [1.85256, 0.56583, 3.08717], [1.50161, 0.46562, 2.18962]], "spin_multiplicity": 1, "total_charge": 1, "homo_ha": -0.51942}



Most stable: <2>



<1>
{"formula": "C4H14NO2", "method": "ωB97M-V/def2-TZVPD", "elements": ["C", "C", "C", "C", "O", "N", "H", "H", "H", "H", "H", "H", "H", "H", "H", "H", "H", "H", "H", "H", "O"], "positions_angstrom": [[0.10219, -0.52707, 1.54021], [-0.65211, 0.71698, 1.15902], [-0.67163, 0.98073, -0.36956], [-1.38240, -0.10698, -1.14735], [-2.01649, -1.01622, -0.24569], [1.46955, -0.39132, 0.91664], [-0.54466, -1.38108, 1.15603], [0.25738, -0.74451, 2.72045], [-1.65553, 0.69421, 1.53309], [-0.32145, 1.66585, 1.69070], [0.41248, 0.94953, -0.80599], [-1.01287, 1.96313, -0.62667], [-2.13366, 0.19864, -1.88922], [-0.70935, -0.86709, -1.59848], [-2.81700, -0.62896, 0.07161], [1.73761, 0.61623, 1.12194], [1.25749, -0.59528, -0.13788], [2.03720, -1.02131, 1.41880], [1.63384, 0.20861, -2.59096], [2.86827, -0.60158, -2.18616], [2.14113, -0.11249, -1.73054]], "spin_multiplicity": 1, "total_charge": 1, "homo_ha": -0.51971}



<2>
{"formula": "C4H14NO2", "method": "ωB97M-V/def2-TZVPD", "elements": ["O", "C", "C", "N", "C", "C", "H", "H", "H", "H", "H", "H", "H", "H", "H", "H", "H", "H", "H", "H", "O"], "positions_angstrom": [[1.49581, 0.02868, -1.21243], [1.70134, -0.88535, -0.11049], [0.42446, -0.85927, 0.75182], [-0.31598, 0.41520, 0.51905], [-1.74772, 0.49520, 0.94510], [0.74634, -1.12758, 2.24157], [2.37869, 0.23470, -1.55950], [2.04995, -1.83369, -0.54326], [2.60346, -0.62940, 0.46346], [-0.20895, -1.63359, 0.32034], [-0.39009, 0.41555, -0.50815], [0.27815, 1.21132, 0.73368], [-2.04056, 1.52521, 0.76311], [-2.34134, -0.23760, 0.40745], [-1.83912, 0.28161, 2.00876], [1.38638, -1.99421, 2.36489], [-0.22779, -1.41095, 2.64840], [1.03626, -0.18653, 2.69939], [-1.22471, 1.93406, -3.15622], [-2.67524, 1.49814, -3.07267], [-1.84781, 1.49131, -2.60699]], "spin_multiplicity": 1, "total_charge": 1, "homo_ha": -0.54148}



Most stable: <2>



<1>
{"formula": "C4H14NO2", "method": "ωB97M-V/def2-TZVPD", "elements": ["C", "O", "C", "C", "C", "N", "H", "H", "H", "H", "H", "H", "H", "H", "H", "H", "H", "H", "H", "H", "O"], "positions_angstrom": [[1.87072, -0.46437, -0.02304], [2.23526, -0.06523, -1.36182], [0.48260, 0.05078, 0.45896], [0.19243, 1.52727, 0.65229], [-1.29394, 1.89368, 1.06452], [-0.39778, -0.34396, -0.71662], [1.71688, -1.52110, 0.04866], [2.58823, 0.15830, 0.51933], [2.98667, -0.61319, -1.60972], [0.12880, -0.61923, 1.29367], [0.83405, 1.97759, 1.39669], [0.40452, 2.19248, -0.18291], [-1.26821, 2.39911, 2.02754], [-1.54381, 2.73790, 0.42291], [-2.03556, 1.09195, 1.13139], [0.00870, -0.14261, -1.63200], [-1.24075, 0.23619, -0.64129], [-0.80778, -1.34267, -0.61715], [-2.39442, -2.89853, -0.60490], [-1.00194, -3.55111, -0.84109], [-1.46467, -2.70322, -0.78540]], "spin_multiplicity": 1, "total_charge": 1, "homo_ha": -0.53873}



<2>
{"formula": "C4H14NO2", "method": "ωB97M-V/def2-TZVPD", "elements": ["C", "C", "C", "C", "N", "H", "H", "H", "H", "H", "H", "H", "H", "H", "H", "H", "H", "O", "H", "H", "O"], "positions_angstrom": [[0.46179, -2.19853, 0.50246], [-0.83390, -1.40566, 0.39757], [-0.78706, -0.34306, -0.66731], [-1.22312, -0.46896, -1.90262], [0.10584, 0.77290, -0.31168], [0.47992, -2.74703, 1.44662], [0.68634, -2.76718, -0.39298], [1.29853, -1.49472, 0.64901], [-1.71464, -2.00877, 0.15245], [-1.12611, -1.01807, 1.37086], [-1.79594, -1.32632, -2.21315], [-0.97624, 0.21983, -2.68155], [0.27795, 1.49504, -1.00995], [1.06034, 0.43984, -0.14537], [-0.24387, 1.28607, 0.52597], [-1.11040, 2.54131, 2.14054], [-2.43072, 1.72046, 1.88490], [-1.46818, 1.70298, 1.82861], [2.89935, 2.60877, -0.53619], [3.67672, 1.34115, -0.56250], [2.76343, 1.64995, -0.47569]], "spin_multiplicity": 1, "total_charge": 1, "homo_ha": -0.52334}



Most stable: <2>



<1>
{"formula": "C4H14NO2", "method": "ωB97M-V/def2-TZVPD", "elements": ["C", "C", "C", "C", "N", "H", "H", "H", "H", "H", "H", "H", "H", "H", "H", "H", "H", "O", "H", "H", "O"], "positions_angstrom": [[-0.38303, 3.32372, 1.33300], [0.30039, 2.56135, 0.18082], [0.88004, 1.20456, 0.65237], [-0.29157, -0.61830, 1.68568], [0.02394, 0.04296, 0.65005], [-0.97400, 2.71820, 2.01730], [0.44348, 3.76444, 1.88864], [-1.03258, 4.09887, 0.93130], [-0.33005, 2.36269, -0.68759], [1.19756, 3.11640, -0.08271], [1.78482, 1.01996, 0.06637], [1.27919, 1.31419, 1.66987], [0.21204, -0.34421, 2.60763], [-1.08856, -1.34997, 1.71672], [-0.12434, -0.36422, -0.29440], [1.41123, -1.21076, -2.04079], [0.23382, -2.18317, -1.93727], [0.69585, -1.44733, -1.48323], [-0.99709, -4.37667, -2.95109], [-1.58468, -4.42501, -1.53121], [-1.02135, -3.89185, -2.12632]], "spin_multiplicity": 1, "total_charge": 1, "homo_ha": -0.55264}



<2>
{"formula": "C4H14NO2", "method": "ωB97M-V/def2-TZVPD", "elements": ["C", "C", "C", "C", "N", "H", "H", "H", "H", "H", "H", "H", "H", "H", "H", "H", "H", "O", "H", "H", "O"], "positions_angstrom": [[1.61686, -0.78076, 0.83933], [1.15642, -0.85968, -0.74769], [-0.30131, -0.78840, -1.10093], [-0.99051, -1.93873, -1.55806], [-1.06493, 0.24076, -0.40633], [2.68922, -1.28744, 0.74796], [0.96340, -1.12852, 1.51361], [2.02629, 0.20741, 1.29928], [1.59979, -1.91568, -0.93407], [1.67504, -0.19202, -1.39562], [-0.51712, -2.90238, -1.49706], [-1.88312, -1.87689, -2.20501], [-1.94827, 0.43086, -0.82522], [-1.16074, 0.26933, 0.66571], [-0.43885, 1.13733, -0.59695], [0.62410, 3.29645, -0.07418], [-0.23954, 4.22706, -0.94236], [-0.07356, 3.25623, -0.83910], [-1.45335, -0.57922, 2.53735], [-1.27076, 0.77295, 3.20709], [-1.00906, 0.41135, 2.31223]], "spin_multiplicity": 1, "total_charge": 1, "homo_ha": -0.49120}



<3>
{"formula": "C4H14NO2", "method": "ωB97M-V/def2-TZVPD", "elements": ["C", "C", "C", "C", "N", "H", "H", "H", "H", "H", "H", "H", "H", "H", "H", "H", "H", "O", "H", "H", "O"], "positions_angstrom": [[0.27538, -2.44168, -1.02231], [-1.00730, -1.74265, -0.46494], [-0.98546, -0.26376, -0.65945], [-1.73065, 0.40533, -1.52195], [0.15517, 0.41006, -0.01522], [0.11741, -2.85499, -2.01759], [1.07615, -1.75599, -1.35112], [0.68556, -3.15524, -0.32099], [-1.76088, -2.22912, -1.07236], [-1.10288, -1.96997, 0.58958], [-1.65427, 1.48899, -1.54149], [-2.29450, -0.03705, -2.33173], [0.99260, 0.47620, -0.59106], [0.54992, -0.20917, 0.70170], [-0.14203, 1.35881, 0.27394], [-0.32235, 3.45010, 1.46551], [-1.39758, 2.59114, 2.10640], [-0.67853, 2.55353, 1.46500], [3.51638, 0.68368, 2.23149], [3.01582, 2.06792, 1.95712], [2.69205, 1.17388, 2.11947]], "spin_multiplicity": 1, "total_charge": 1, "homo_ha": -0.51891}



<4>
{"formula": "C4H14NO2", "method": "ωB97M-V/def2-TZVPD", "elements": ["O", "C", "C", "N", "C", "C", "H", "H", "H", "H", "H", "H", "H", "H", "H", "H", "H", "H", "H", "H", "O"], "positions_angstrom": [[1.16511, -1.57721, -1.08700], [-0.18206, -1.29216, -1.33467], [-0.58108, 0.18189, -1.03467], [0.37261, 0.54096, 0.14749], [0.34302, 2.01868, 0.34988], [-2.02570, 0.14712, -0.54341], [1.65877, -2.04222, -1.76511], [-0.43963, -1.36371, -2.39289], [-0.76956, -1.93070, -0.68088], [-0.40877, 0.97653, -1.76066], [1.22009, 0.04759, -0.15447], [-0.01044, 0.12200, 1.01526], [1.12711, 2.48842, -0.22947], [-0.59766, 2.36434, -0.05818], [0.57135, 2.32108, 1.36886], [-2.23270, 0.01372, 0.52072], [-2.44248, -0.81035, -0.87738], [-2.63766, 0.95358, -0.93985], [0.21246, -0.33315, 3.54146], [1.58832, -0.08888, 3.21067], [0.73387, 0.01534, 2.80176]], "spin_multiplicity": 1, "total_charge": 1, "homo_ha": -0.55619}



Most stable: <4>